# 1
Formula: C39H44CdN4O8S
Source: OMol25
Level of theory: ωB97M-V with the def2-TZVPD basis set

Properties
Frontier orbital gap   0.2440 Ha
Energy above the lowest of the compared OMol25 structures with the same formula, charge and spin   0.000 eV

The geometry in ORCA input format:
```
! RIJCOSX wB97M-V def2-TZVPD def2/J DEFGRID3
* xyz 0 1
Cd 0.314 0.420 1.644
C 5.973 -4.160 -0.622
C 4.625 -3.517 -0.434
C 3.476 -4.220 -0.365
C 2.197 -3.576 -0.204
C 1.092 -4.420 -0.214
N -0.183 -4.194 -0.519
C -0.735 -3.095 -1.309
C -0.020 -2.987 -2.655
C -0.479 -1.787 -3.463
N 0.011 -0.553 -2.856
C 0.089 0.589 -3.478
C 0.421 1.811 -2.865
C 0.452 2.992 -3.653
C 0.731 4.207 -3.109
C 0.752 5.477 -3.917
C 1.004 4.237 -1.715
C 0.988 3.142 -0.895
C 1.371 3.343 0.513
N 1.388 2.474 1.434
C 1.904 2.903 2.744
C 3.111 2.052 3.166
C 4.054 1.656 2.023
N 3.807 0.279 1.614
C 3.499 0.015 0.424
C 3.384 -1.431 0.026
C 4.532 -2.098 -0.242
C 2.118 -2.148 0.063
O 1.043 -1.607 0.381
C 0.676 1.851 -1.452
O 0.643 0.789 -0.764
H 5.883 -5.140 -1.090
H 6.486 -4.293 0.333
H 6.618 -3.545 -1.251
H 3.495 -5.300 -0.482
H 1.285 -5.466 0.015
H -0.811 -4.960 -0.339
H -0.653 -2.177 -0.729
H -1.791 -3.322 -1.465
H -0.197 -3.898 -3.232
H 1.058 -2.905 -2.503
H -1.572 -1.753 -3.522
H -0.095 -1.846 -4.482
H 0.210 -0.473 -1.836
H -0.136 0.581 -4.544
H 0.248 2.909 -4.717
H 0.625 5.267 -4.978
H 1.694 6.013 -3.792
H -0.050 6.153 -3.613
H 1.252 5.196 -1.266
H 1.696 4.364 0.746
H 1.097 2.789 3.469
H 2.183 3.959 2.684
H 2.777 1.133 3.656
H 3.655 2.640 3.906
H 5.081 1.663 2.391
H 4.001 2.361 1.180
H 3.372 0.789 -0.344
H 5.459 -1.530 -0.233
O -2.102 1.607 5.053
C -1.570 0.922 4.195
O -0.853 1.373 3.226
C -1.851 -0.583 4.186
C -2.556 -0.979 2.880
C -3.266 -2.324 3.032
C -2.063 -3.306 3.029
C -0.882 -2.346 2.871
O -1.460 -1.335 1.997
C -0.633 -1.578 4.172
C 0.753 -0.923 4.251
O 1.196 -0.630 5.347
O 1.363 -0.770 3.121
H -2.499 -0.769 5.040
H -3.140 -0.182 2.427
H -3.934 -2.511 2.189
H -3.853 -2.365 3.949
H -2.120 -3.998 2.185
H -1.987 -3.893 3.944
H 0.012 -2.747 2.405
H -0.697 -2.242 5.034
C -3.405 -0.341 -0.438
S -2.430 1.074 -0.947
O -2.028 1.773 0.314
C -3.761 1.999 -1.675
C -4.548 2.806 -0.869
C -5.583 3.524 -1.449
C -5.820 3.430 -2.816
C -5.014 2.632 -3.616
C -3.967 1.920 -3.045
H -4.222 0.016 0.188
H -2.744 -1.000 0.130
H -3.792 -0.841 -1.328
H -4.326 2.885 0.189
H -6.202 4.164 -0.834
H -6.628 3.995 -3.262
H -5.189 2.578 -4.682
H -3.307 1.315 -3.660
*
```

***

# 2
Formula: C39H44CrN11P2Si2
Source: OMol25
Level of theory: ωB97M-V with the def2-TZVPD basis set

Properties
Frontier orbital gap (spin up / spin down)   0.1917 / 0.1917 Ha

The geometry in ORCA input format:
```
! RIJCOSX wB97M-V def2-TZVPD def2/J DEFGRID3
* xyz -2 4
Cr 0.723 0.919 0.649
C 0.381 0.207 4.662
Si -1.142 0.530 3.620
C -1.580 2.350 3.741
C -2.546 -0.449 4.425
N -0.868 0.147 1.977
P -1.548 -0.599 0.754
C -0.626 -0.033 -0.626
P 0.746 -0.458 -1.695
N 1.921 0.370 -0.945
Si 3.587 0.488 -1.296
C 4.524 -0.981 -0.590
C 3.965 0.507 -3.146
C 4.247 2.071 -0.527
C 0.443 0.185 -3.263
C 0.332 1.708 -3.172
C 0.157 2.250 -4.576
C -0.447 1.528 -5.540
C -0.810 0.148 -5.357
C -0.294 -0.485 -4.246
C 1.166 -2.222 -1.821
C 1.774 -2.662 -2.999
C 2.234 -3.966 -3.106
C 2.105 -4.840 -2.034
C 1.529 -4.399 -0.852
C 1.066 -3.095 -0.745
C -3.282 0.034 0.489
C -3.209 1.090 -0.540
C -4.134 2.319 -0.524
C -5.127 2.242 0.599
C -5.229 1.174 1.401
C -4.258 0.063 1.398
C -1.729 -2.386 0.910
C -2.383 -3.086 -0.101
C -2.484 -4.464 -0.038
C -1.934 -5.148 1.043
C -1.290 -4.452 2.054
C -1.184 -3.067 1.989
H 0.114 0.277 5.722
H 1.158 0.949 4.467
H 0.812 -0.780 4.481
H -1.657 2.687 4.779
H -2.540 2.544 3.251
H -0.817 2.953 3.240
H -2.452 -0.395 5.513
H -2.520 -1.505 4.140
H -3.523 -0.046 4.158
H 4.121 -1.911 -1.004
H 4.434 -1.039 0.497
H 5.587 -0.930 -0.847
H 4.127 -0.510 -3.515
H 4.876 1.081 -3.340
H 3.149 0.937 -3.732
H 4.474 1.942 0.533
H 3.520 2.881 -0.611
H 5.168 2.376 -1.034
H 1.236 2.136 -2.725
H 0.496 3.259 -4.792
H -0.608 1.984 -6.515
H -1.302 -0.408 -6.144
H -0.432 -1.560 -4.149
H 1.882 -1.967 -3.822
H 2.703 -4.297 -4.025
H 2.473 -5.856 -2.115
H 1.459 -5.057 0.006
H 0.699 -2.748 0.208
H -3.035 0.687 -1.537
H -4.671 2.488 -1.462
H -5.825 3.066 0.722
H -6.002 1.156 2.163
H -4.265 -0.620 2.239
H -2.794 -2.546 -0.947
H -2.977 -5.009 -0.833
H -1.999 -6.229 1.088
H -0.843 -4.983 2.886
H -0.629 -2.521 2.740
N 3.561 1.019 2.874
C 2.836 2.175 2.661
N 3.156 3.329 3.217
N 2.243 4.196 2.723
N 1.424 3.592 1.941
N 1.775 2.279 1.861
C 2.997 -0.234 2.712
N 3.439 -1.320 3.329
N 2.619 -2.293 2.897
N 1.740 -1.810 2.078
N 1.955 -0.489 1.930
H 4.231 1.082 3.623
C -2.322 3.969 -1.570
C -2.851 3.243 -0.380
C -2.030 1.962 -0.083
C -0.754 1.524 -0.763
C -0.862 2.030 -2.233
C -1.366 3.447 -2.335
H -2.678 4.979 -1.760
H -2.907 3.922 0.475
H -1.950 1.905 0.999
H -1.670 1.434 -2.690
H -0.981 4.038 -3.160
*
```

***

# 3
Formula: C39H44FN8O9SSiY
Source: OMol25
Level of theory: ωB97M-V with the def2-TZVPD basis set

Properties
Frontier orbital gap   0.1969 Ha
Energy above the lowest of the compared OMol25 structures with the same formula, charge and spin   0.183 eV

The geometry in ORCA input format:
```
! RIJCOSX wB97M-V def2-TZVPD def2/J DEFGRID3
* xyz -2 1
Y -1.526 -1.066 0.508
N 3.881 5.056 2.287
C 3.392 3.738 2.405
C 2.864 3.084 1.292
C 2.412 1.783 1.403
C 2.477 1.122 2.621
C 2.997 1.762 3.730
C 3.463 3.064 3.621
S 1.835 -0.531 2.708
O 2.461 -1.252 1.626
O 2.070 -1.013 4.046
N 0.280 -0.364 2.345
C -0.549 0.253 3.213
N -0.158 0.882 4.335
C -1.127 1.391 5.083
C -2.473 1.303 4.772
C -2.777 0.679 3.569
N -1.836 0.179 2.792
H 3.442 5.564 1.533
H 3.798 5.580 3.146
H 2.790 3.601 0.342
H 1.980 1.275 0.549
H 3.009 1.238 4.676
H 3.871 3.568 4.491
H -0.805 1.900 5.988
H -3.242 1.710 5.411
H -3.797 0.578 3.216
C 5.805 -3.649 -1.604
C 4.710 -3.667 -2.666
C 5.179 -3.182 -4.030
C 5.592 -1.718 -3.963
C 4.523 -0.887 -3.300
C 4.478 0.478 -3.483
C 3.491 1.232 -2.863
F 3.502 2.572 -3.064
C 2.523 0.667 -2.086
C 2.535 -0.719 -1.893
C 1.482 -1.332 -1.052
O 0.580 -0.602 -0.618
C 1.653 -2.731 -0.784
C 2.673 -3.392 -1.382
N 3.572 -2.852 -2.234
C 3.547 -1.488 -2.479
C 0.858 -3.522 0.232
O 1.263 -4.650 0.529
O -0.126 -2.930 0.766
H 6.666 -4.238 -1.929
H 5.431 -4.065 -0.669
H 6.137 -2.630 -1.399
H 4.327 -4.685 -2.764
H 4.359 -3.303 -4.743
H 6.009 -3.804 -4.370
H 5.781 -1.330 -4.966
H 6.532 -1.622 -3.412
H 5.209 0.977 -4.108
H 1.743 1.260 -1.630
H 2.795 -4.441 -1.141
O -6.091 -3.569 3.939
C -4.979 -4.243 4.187
O -4.962 -5.196 4.940
C -3.773 -3.811 3.449
C -2.542 -4.446 3.493
N -1.715 -3.763 2.697
N -2.324 -2.722 2.136
C -3.568 -2.730 2.568
C -4.452 -1.652 2.010
O -5.617 -1.568 2.460
O -3.901 -0.908 1.164
H -5.946 -2.839 3.241
H -2.234 -5.329 4.027
H -0.781 -3.952 2.326
N -2.598 -3.287 -2.072
C -2.294 -2.562 -1.219
C -0.637 2.732 -0.637
Si -2.088 1.501 -0.997
C -3.653 2.592 -0.523
C -4.972 1.839 -0.739
C -3.732 3.943 -1.235
C -3.559 2.846 0.987
C -2.044 1.377 -2.971
C -1.452 2.606 -3.670
C -1.181 0.174 -3.367
C -3.441 1.124 -3.544
H -0.673 3.664 -1.210
H 0.321 2.248 -0.845
H -0.613 2.994 0.425
H -5.238 1.753 -1.793
H -5.791 2.378 -0.239
H -4.931 0.836 -0.310
H -3.866 3.830 -2.313
H -2.833 4.544 -1.071
H -4.590 4.524 -0.861
H -3.657 1.901 1.518
H -4.381 3.501 1.311
H -2.621 3.316 1.291
H -0.402 2.752 -3.405
H -1.982 3.529 -3.426
H -1.496 2.476 -4.762
H -0.166 0.264 -2.985
H -1.121 0.102 -4.464
H -1.596 -0.766 -2.995
H -4.071 2.015 -3.489
H -3.955 0.311 -3.026
H -3.364 0.841 -4.605
*
```

***

# 4
Formula: C39H44LaN7O9S2Sb
Source: OMol25
Level of theory: ωB97M-V with the def2-TZVPD basis set

Properties
Frontier orbital gap   0.2127 Ha
Energy above the lowest of the compared OMol25 structures with the same formula, charge and spin   2.062 eV

The geometry in ORCA input format:
```
! RIJCOSX wB97M-V def2-TZVPD def2/J DEFGRID3
* xyz -1 1
La 0.541 -1.067 2.059
O 3.685 1.968 0.450
C 2.721 1.340 0.916
N 2.560 -0.019 0.964
C 3.518 -0.703 0.135
C 4.100 -1.895 0.830
C 5.242 -2.552 0.361
C 5.713 -3.659 1.088
C 5.063 -3.966 2.288
C 3.829 -3.411 2.548
N 3.377 -2.391 1.831
C 1.602 2.153 1.373
C 1.799 3.587 1.354
C 0.645 4.386 1.354
C -0.631 3.838 1.321
C -0.697 2.430 1.439
N 0.368 1.661 1.680
H 4.317 -0.026 -0.094
H 3.057 -1.025 -0.840
H 5.680 -2.241 -0.618
H 6.723 -4.133 0.870
H 5.448 -4.761 2.953
H 3.202 -3.787 3.380
H 2.766 4.058 1.190
H 0.765 5.442 1.222
H -1.532 4.357 1.221
H -1.693 1.839 1.275
C -3.431 0.226 2.947
C -2.349 0.584 3.910
N -1.110 0.192 3.793
C -0.457 0.819 4.878
C -1.346 1.653 5.569
N -2.536 1.524 4.907
C -1.295 2.364 6.890
O -0.055 2.362 7.418
O -2.279 2.905 7.397
C 1.012 0.418 5.050
O 1.595 0.924 6.031
O 1.497 -0.404 4.187
H -2.957 -0.046 2.015
H -4.033 1.125 2.841
H -4.046 -0.577 3.446
H -3.445 1.902 5.236
H 0.654 1.824 6.921
O -1.195 -0.836 0.506
N -1.721 -1.230 -0.668
C -2.649 -2.279 -0.557
C -3.141 -2.828 -1.726
C -2.669 -2.357 -2.979
C -1.804 -1.284 -2.982
C -1.199 -0.746 -1.802
S -0.006 0.453 -1.721
H -2.736 -2.609 0.465
H -3.901 -3.601 -1.685
H -3.031 -2.843 -3.959
H -1.323 -0.965 -3.948
O -3.595 -3.105 2.913
S -2.624 -3.496 3.907
O -2.830 -3.046 5.243
N -1.170 -2.896 3.372
C -0.172 -3.782 3.349
O 1.033 -3.449 3.010
C -0.567 -5.138 3.724
C 0.123 -6.338 3.729
C -0.576 -7.536 3.978
C -1.899 -7.510 4.376
C -2.609 -6.310 4.334
C -1.963 -5.168 3.957
H 1.224 -6.293 3.610
H -0.062 -8.489 4.055
H -2.329 -8.386 4.821
H -3.657 -6.268 4.533
C 1.443 0.461 -6.444
C 0.138 1.287 -6.397
C 0.057 2.338 -7.508
Sb 0.003 2.369 -4.443
C 1.688 4.032 -4.624
C 1.143 5.277 -3.993
C 2.895 3.334 -4.000
C -2.020 3.413 -4.431
C -2.672 3.351 -3.064
C -2.880 2.532 -5.336
H 1.457 -0.227 -7.320
H 1.525 -0.134 -5.503
H 2.353 1.077 -6.532
H -0.802 0.753 -6.450
H 1.042 2.669 -7.866
H -0.334 3.284 -7.132
H -0.461 1.937 -8.413
H 1.770 4.097 -5.711
H 0.988 5.175 -2.884
H 0.294 5.647 -4.595
H 1.909 6.056 -4.108
H 2.745 3.170 -2.897
H 3.855 3.877 -4.076
H 2.988 2.326 -4.368
H -1.706 4.419 -4.824
H -2.648 2.316 -2.738
H -3.749 3.519 -3.245
H -2.303 3.990 -2.251
H -2.701 1.441 -5.082
H -2.612 2.594 -6.404
H -3.944 2.739 -5.203
*
```